1.
{"formula": "C5H11NP", "method": "the ωB97M-V functional and the def2-TZVPD basis", "gap_ha": [0.25169, 0.25181], "lumo_energy_ha": [-0.208, -0.208], "e_tot_ev": -16131.6776, "homo_energy_ev": [-12.512, -12.514], "total_charge": 1, "species": ["H", "H", "H", "H", "P", "C", "C", "H", "H", "C", "C", "H", "C", "H", "H", "H", "N", "H"], "xyz": [[-2.617085, -0.096634, -1.612945], [2.500932, 0.932085, -1.218033], [4.082836, 1.306834, -0.777455], [2.758774, -1.134404, 2.055021], [2.286829, -0.491534, 0.978987], [-0.384865, -0.285594, 0.156123], [-1.689913, -0.173199, 0.295712], [-2.071677, -0.241452, 1.339111], [0.081550, -0.252930, -0.876944], [-3.908764, 0.542876, -0.101551], [-2.836995, -0.118867, -0.574572], [3.777796, 0.124499, -1.790558], [0.625178, -0.443856, 1.130493], [2.465004, -1.454204, -0.043738], [-4.534806, 0.795241, -0.974712], [-4.146739, 0.661493, 0.892851], [3.397356, 0.591915, -0.988517], [0.214583, -0.262270, 2.110732]], "atomic_forces_ev_per_a": [[-0.261, -0.451, -0.963], [-0.835, 1.055, -0.485], [-0.470, 0.482, 0.079], [0.366, -0.685, 1.554], [0.378, -0.678, -2.173], [4.042, -0.122, -3.585], [-2.975, -1.184, 3.050], [0.568, 0.279, -0.326], [-1.028, -0.229, 0.799], [0.180, -1.477, -4.093], [1.728, 1.928, 0.721], [0.014, -0.518, -0.457], [-2.683, 0.499, 1.230], [0.013, 0.361, 0.476], [-0.502, 0.367, 1.283], [-0.522, 0.544, 1.946], [1.724, -0.190, 0.233], [0.262, 0.020, 0.710]]}



2.
{"formula": "C5H11O", "method": "the ωB97M-V functional and the def2-TZVPD basis", "multiplicity": 2, "gap_ha": [0.09271, 0.24537], "s2": 0.751, "lumo_energy_ha": [0.263, 0.256], "e_tot_ev": -7404.4310, "homo_energy_ev": [4.638, 0.281], "total_charge": -2, "species": ["H", "H", "C", "H", "H", "H", "H", "C", "H", "H", "C", "H", "H", "O", "H", "C", "C"], "xyz": [[1.373574, -0.053262, -0.868846], [-1.450449, -0.124989, -2.455365], [-0.542574, 0.974190, -0.687494], [1.424595, 0.289060, 2.835576], [-1.954266, -2.116979, -0.976346], [-1.170331, -1.127457, 0.503366], [0.963645, 1.150355, -2.266014], [-1.263902, -0.173105, -1.350067], [-1.035300, 1.931987, -0.934460], [1.667289, -0.701236, 1.332111], [0.919662, 0.920717, -1.157206], [0.965478, -1.470479, 2.754092], [-0.561229, 0.713542, 0.408945], [-0.359387, -0.134363, 1.835194], [1.551636, 1.671508, -0.610196], [-1.473006, -1.223536, -0.566677], [0.944564, -0.525953, 2.203386]], "atomic_forces_ev_per_a": [[-0.397, 0.479, -0.630], [0.044, -0.159, 0.968], [0.078, -0.462, -0.288], [0.044, -0.725, -0.210], [0.170, -0.090, 0.174], [-0.272, -0.342, -0.651], [0.308, -0.587, 0.941], [0.192, 0.463, -0.314], [0.264, -0.063, 0.074], [-0.618, 0.273, 0.537], [0.484, 1.122, -0.162], [0.116, -0.388, 0.513], [0.075, 0.832, -0.787], [1.743, -0.896, 1.520], [-0.411, -0.362, -0.418], [-0.756, -0.559, -0.321], [-1.064, 1.462, -0.946]]}



3.
{"formula": "C5H11O", "method": "the ωB97M-V functional and the def2-TZVPD basis", "multiplicity": 2, "gap_ha": [0.33341, 0.35650], "s2": 0.754, "lumo_energy_ha": [0.035, 0.001], "e_tot_ev": -7407.0784, "homo_energy_ev": [-8.134, -9.678], "species": ["C", "H", "H", "H", "H", "O", "H", "H", "C", "H", "H", "C", "H", "H", "C", "C", "H"], "xyz": [[-2.101906, 0.307196, -0.390690], [-0.146128, -1.996325, 0.604291], [0.740431, -0.307245, 2.539806], [1.690894, 1.452196, -1.102511], [-2.873039, 1.107371, -0.415162], [0.784312, -0.189066, 1.589833], [-2.296438, -0.392007, -1.261250], [-2.191842, -0.271399, 0.563712], [-0.751962, 0.861862, -0.307314], [1.350090, -1.762334, -0.344273], [1.855522, 1.470398, 0.659803], [1.661568, 0.821961, -0.196438], [2.487414, 0.100488, -0.306114], [-0.672271, 1.960146, -0.425918], [0.387574, 0.048536, 0.143859], [0.293515, -1.424391, -0.214336], [-0.217736, -1.787391, -1.137301]], "atomic_forces_ev_per_a": [[-1.047, -0.668, 0.254], [0.047, 0.237, -0.100], [-1.433, 0.320, -0.294], [-0.552, -0.412, 0.130], [0.443, -0.604, 0.017], [0.834, 0.438, 0.282], [0.302, 0.634, 0.922], [-0.565, 0.084, -0.755], [-0.333, 1.081, 0.439], [-0.791, -0.021, 0.327], [0.078, -0.065, -0.260], [1.097, -0.218, -0.903], [-0.138, 0.360, 0.274], [0.397, -0.830, 0.160], [0.575, 0.175, 0.732], [0.940, -1.466, -1.562], [0.146, 0.952, 0.337]]}



4.
{"formula": "C5H11O2", "method": "the ωB97M-V functional and the def2-TZVPD basis", "smiles": "[O-]CCCCCO", "gap_ha": 0.22075, "lumo_energy_ha": 0.137, "e_tot_ev": -9457.7596, "homo_energy_ev": -2.283, "total_charge": -1, "species": ["H", "H", "O", "H", "H", "H", "H", "O", "H", "C", "C", "C", "C", "H", "H", "C", "H", "H"], "xyz": [[-0.558882, -0.565356, -2.029548], [1.297801, 0.923556, -1.583286], [0.819163, -2.070437, 1.423215], [-1.077702, -1.756786, 2.054983], [-0.179592, -0.270942, 1.726495], [1.455641, -1.657703, 0.829391], [0.767183, -1.449199, -1.244653], [0.247119, 3.022171, -0.558448], [-0.840346, 1.583313, 0.473351], [-0.009070, -0.694110, -1.096450], [-0.971345, -1.218664, -0.032872], [0.664250, 0.641511, -0.735717], [-0.373248, -1.281629, 1.357408], [-1.324695, -2.223316, -0.308581], [-1.119419, 1.635260, -1.275844], [-0.310314, 1.817007, -0.506121], [1.327408, 0.498469, 0.121937], [-1.849208, -0.572642, 0.009747]], "atomic_forces_ev_per_a": [[0.039, -0.111, -0.124], [0.077, 0.099, 0.095], [-0.025, -0.029, -0.032], [0.159, 0.079, -0.154], [0.037, 0.018, -0.029], [-0.013, 0.029, 0.028], [0.017, -0.144, -0.301], [0.088, 0.137, 0.060], [0.020, 0.071, -0.106], [0.170, 0.250, 0.472], [-0.216, -0.208, -0.072], [-0.093, -0.429, -0.499], [-0.111, -0.086, 0.295], [0.050, 0.100, 0.002], [-0.127, 0.027, -0.077], [-0.119, -0.062, 0.223], [0.106, 0.182, 0.174], [-0.060, 0.078, 0.043]]}



5.
{"formula": "C5H11O2", "method": "the ωB97M-V functional and the def2-TZVPD basis", "gap_ha": 0.26390, "lumo_energy_ha": 0.134, "e_tot_ev": -9458.9466, "homo_energy_ev": -3.531, "total_charge": -1, "species": ["H", "H", "H", "C", "H", "H", "C", "H", "O", "C", "C", "H", "O", "H", "C", "H", "H", "H"], "xyz": [[-0.966669, 1.691627, -1.413550], [-0.831518, 2.578650, 1.423342], [1.854018, 1.666450, -0.303078], [-0.288662, 2.070827, -0.654704], [-0.868484, 0.865255, 0.968307], [-0.939552, -2.282880, -0.615861], [0.311957, -2.810601, 1.063964], [1.170727, 0.596136, -1.430368], [-0.559777, -3.552482, 1.510416], [0.102922, -2.403979, -0.510265], [-1.122792, 1.878184, 0.621642], [0.470639, -3.220376, -1.140753], [1.356065, -2.293987, 1.534877], [-2.179289, 2.091981, 0.391241], [0.956810, 1.106628, -0.493396], [0.703703, -1.475985, -0.490215], [0.759341, 0.417139, 0.424008], [0.070560, 3.077413, -0.885606]], "atomic_forces_ev_per_a": [[0.388, 0.159, -0.670], [-0.003, -0.258, -0.169], [0.444, 0.424, 0.411], [0.816, -1.606, 0.811], [-1.086, 0.362, 0.059], [-1.199, 0.388, -0.546], [0.763, 0.679, -2.394], [-0.184, -0.524, 0.234], [-0.362, -0.517, 1.055], [1.624, -0.026, 2.271], [0.221, 1.253, 0.208], [0.110, 0.348, 0.011], [-0.501, -0.379, 0.627], [0.215, -0.525, 0.424], [-1.070, 0.035, 0.743], [-0.507, -0.631, -1.081], [0.802, 0.814, -2.079], [-0.471, 0.006, 0.085]]}



6.
{"formula": "C5H11O2", "method": "the ωB97M-V functional and the def2-TZVPD basis", "gap_ha": 0.26287, "lumo_energy_ha": 0.124, "e_tot_ev": -9459.6704, "homo_energy_ev": -3.773, "total_charge": -1, "species": ["C", "C", "H", "H", "C", "C", "H", "H", "H", "H", "O", "O", "H", "H", "C", "H", "H", "H"], "xyz": [[0.655801, -1.704264, 1.070918], [1.672713, -0.514810, -0.957568], [0.729217, -1.436225, 2.113613], [1.113484, 0.406862, -0.838693], [-1.572072, 1.533907, -0.038207], [-2.965969, 2.175468, -0.327501], [-0.211387, -1.177672, 0.663435], [2.612591, -0.196984, -1.425831], [2.497961, -2.216966, 0.092772], [-1.127107, 2.088261, 0.775233], [-3.817460, 1.450957, -0.893245], [-3.085447, 3.351668, 0.078307], [0.407113, -2.773654, 0.999303], [-1.639363, 0.451660, 0.104980], [1.929401, -1.308566, 0.306801], [2.599172, -0.726885, 0.952595], [-0.968713, 1.690894, -0.943320], [1.170065, -1.093653, -1.733591]], "atomic_forces_ev_per_a": [[-0.379, -0.044, -0.470], [0.595, 0.070, -0.937], [-0.038, -0.028, 0.387], [-0.305, -0.021, 0.457], [-0.363, 0.123, -0.904], [-0.193, -0.348, 0.394], [0.100, 0.056, 0.113], [0.087, -0.133, 0.139], [0.045, 0.042, -0.252], [0.302, -0.178, 0.332], [0.231, 0.050, -0.081], [-0.010, 0.182, -0.134], [0.270, 0.244, 0.021], [-0.032, 0.188, 0.234], [0.106, -0.089, 0.405], [-0.226, 0.016, 0.012], [0.033, 0.015, 0.142], [-0.224, -0.144, 0.141]]}



7.
{"formula": "C5H11O2", "method": "the ωB97M-V functional and the def2-TZVPD basis", "gap_ha": 0.29604, "lumo_energy_ha": 0.153, "e_tot_ev": -9459.3083, "homo_energy_ev": -3.886, "total_charge": -1, "species": ["C", "C", "C", "O", "H", "H", "H", "H", "H", "H", "O", "H", "H", "C", "H", "H", "H", "C"], "xyz": [[1.073782, 1.431222, -2.313278], [2.403005, 0.909777, -1.702651], [0.011291, -1.601888, 2.179339], [-1.079006, -0.504197, -0.754300], [0.727554, 2.196866, -1.623731], [2.480361, 1.127716, -0.639969], [-1.792893, -1.905238, 0.934329], [0.363695, 0.628382, -2.078919], [0.052460, -1.444115, 3.246905], [3.271435, 1.276764, -2.265336], [-0.734052, 1.072330, 0.815641], [0.863211, -1.134414, 1.687871], [-1.933657, -0.529531, 2.204756], [-0.998720, -0.093754, 0.432186], [2.553764, -0.168762, -1.795418], [0.184041, -2.662743, 1.940329], [1.090340, 1.684413, -3.365610], [-1.326852, -1.160106, 1.561380]], "atomic_forces_ev_per_a": [[0.198, -1.415, 1.950], [0.506, -0.124, -1.145], [-0.228, -0.908, -0.733], [0.130, -0.140, 0.254], [-0.141, 0.605, -0.576], [0.035, 0.229, -0.055], [-0.578, -0.559, 0.717], [-0.298, 0.234, -0.550], [0.172, -0.031, 0.306], [0.071, 0.479, 0.436], [0.143, -0.333, 0.087], [-0.053, 0.512, 0.207], [-0.395, -0.745, 0.436], [-0.300, 0.287, -0.163], [-0.508, -0.154, 0.000], [-0.177, 0.036, 0.492], [0.105, 0.181, -0.053], [1.317, 1.846, -1.611]]}



8.
{"formula": "C5H11O2", "method": "the ωB97M-V functional and the def2-TZVPD basis", "gap_ha": 0.27988, "lumo_energy_ha": 0.137, "e_tot_ev": -9459.4754, "homo_energy_ev": -3.878, "total_charge": -1, "species": ["H", "C", "C", "H", "H", "H", "H", "H", "H", "H", "O", "C", "H", "O", "H", "H", "C", "C"], "xyz": [[-1.998715, -1.392004, 0.905401], [2.136150, 1.284969, -0.723569], [1.087607, 0.753644, 1.584028], [0.099332, 1.251284, -0.305924], [0.771249, -0.333217, -0.260057], [2.133041, 2.378251, -0.612055], [2.059540, 1.154526, -1.808244], [3.147496, 0.946464, -0.479395], [-1.568427, -2.790722, -0.282674], [-3.179676, -2.454759, 0.049639], [-1.184962, -0.633019, -1.719454], [-2.203381, -1.952769, 0.000585], [0.086579, 0.872857, 1.995971], [-3.302844, -0.144133, -1.103484], [1.879923, 1.439424, 1.869035], [1.307616, -0.259408, 1.936799], [-2.237567, -0.813330, -1.084960], [0.967038, 0.691941, 0.038357]], "atomic_forces_ev_per_a": [[0.319, -0.561, 0.467], [0.444, 0.685, -0.565], [-0.338, -1.262, -1.102], [-0.195, -0.140, 0.118], [-0.033, -0.011, -0.185], [0.130, -0.072, 0.237], [-0.307, -0.283, 0.110], [-0.126, -0.228, 0.390], [0.874, 0.432, 0.379], [-0.146, 0.607, 0.323], [0.280, -0.053, -0.432], [-1.064, -0.174, -1.262], [0.174, 0.894, 0.297], [0.363, -0.240, -0.130], [-0.344, 0.273, 0.531], [0.615, 0.138, 0.073], [-0.677, -0.056, 0.593], [0.032, 0.051, 0.157]]}



Number 1: largest force on an atom 5.4 eV Å⁻¹. Number 2: largest force on an atom 2.5 eV Å⁻¹. Number 3: largest force on an atom 2.3 eV Å⁻¹. Number 4: largest force on an atom 0.7 eV Å⁻¹. Number 5: largest force on an atom 2.8 eV Å⁻¹. Number 6: largest force on an atom 1.1 eV Å⁻¹. Number 7: largest force on an atom 2.8 eV Å⁻¹. Number 8: largest force on an atom 1.7 eV Å⁻¹.